Record 1
{"formula": "C21H43InN2P3S", "method": "the ωB97M-V functional and the def2-TZVPD basis", "symbols": ["In", "P", "P", "P", "H", "C", "C", "H", "C", "C", "C", "C", "C", "C", "C", "C", "C", "H", "H", "H", "H", "H", "H", "H", "H", "H", "H", "H", "H", "H", "H", "H", "H", "H", "H", "H", "H", "H", "H", "H", "H", "H", "H", "H", "H", "H", "C", "C", "C", "C", "C", "C", "S", "H", "H", "H", "H", "H", "H", "C", "N", "C", "C", "N", "C", "H", "H", "H", "H", "H", "H"], "xyz": [[1.592726, -0.566637, -0.493117], [2.687675, 1.269221, 0.909731], [-1.060019, 0.100203, 1.742327], [-2.003772, 3.365584, -2.712462], [2.450274, -1.269712, -3.858948], [1.944591, -0.377473, -3.480621], [2.420959, 0.277964, -2.306797], [3.493683, 0.097306, -2.033896], [4.041172, 0.556458, 1.906170], [1.769900, 2.360502, 2.037691], [3.572637, 2.449281, -0.168296], [-2.577796, -0.789936, 1.192404], [-0.854451, -0.745023, 3.365836], [-1.901745, 1.596565, 2.422519], [-2.396088, 4.694000, -3.849426], [-0.915091, 3.961278, -1.434249], [-3.507466, 2.738842, -2.000410], [1.348043, 0.178031, -4.234116], [2.075143, 1.327230, -2.271054], [4.427802, -0.344836, 1.413636], [3.691027, 0.276233, 2.908007], [4.868317, 1.273163, 2.011064], [1.146602, 1.776667, 2.723875], [1.120902, 3.031711, 1.461676], [2.444356, 2.982977, 2.642054], [3.732691, 2.025618, -1.164427], [4.556994, 2.692845, 0.243696], [3.007586, 3.378373, -0.274009], [-3.308086, -0.842718, 2.008450], [-2.296819, -1.795876, 0.865913], [-3.008320, -0.262791, 0.333681], [-1.635111, -0.410386, 4.065503], [0.132078, -0.493302, 3.777141], [-0.912634, -1.831537, 3.231680], [-2.619987, 1.285920, 3.199050], [-2.427216, 2.131834, 1.619669], [-1.157321, 2.272763, 2.866611], [-3.410368, 5.101391, -3.660254], [-2.354393, 4.306016, -4.879852], [-1.677094, 5.531362, -3.762164], [-0.916000, 5.061186, -1.409331], [0.126547, 3.698140, -1.672600], [-1.210540, 3.612304, -0.436229], [-4.344509, 3.435365, -2.175761], [-3.407122, 2.581806, -0.914770], [-3.752540, 1.787315, -2.501477], [-1.866710, -0.926794, -2.969033], [-2.999817, -1.726112, -2.672452], [-2.795463, -3.081603, -2.428219], [-1.507649, -3.602143, -2.249573], [-0.423125, -2.712995, -2.227310], [-0.606772, -1.405036, -2.605778], [-1.953312, 0.397832, -4.006775], [-1.445512, 2.225650, -3.457970], [-3.961585, -1.268419, -2.812782], [-3.676717, -3.732001, -2.437881], [-1.333673, -4.665213, -2.160534], [0.573999, -3.055646, -1.963379], [0.242252, -0.766050, -2.888447], [2.147147, -4.502191, 4.674325], [1.663807, -4.083688, 3.369246], [0.977810, -4.849544, 2.433162], [0.742462, -4.045495, 1.362786], [1.305744, -2.802387, 1.580479], [1.844127, -2.852168, 2.800565], [1.535060, -5.333492, 5.048597], [3.191930, -4.844429, 4.601012], [2.083178, -3.657733, 5.377516], [0.703654, -5.884608, 2.618398], [0.199487, -4.270174, 0.445818], [2.362446, -2.040816, 3.314127]], "atomic_forces_ev_per_a": [[-1.8, -1.2, 2.7], [1.2, 1.2, 1.2], [-1.0, -0.4, 0.5], [-0.3, 0.1, -0.7], [-0.4, 0.0, 0.3], [2.0, 1.6, -0.3], [0.3, -0.2, -3.5], [-1.0, 0.0, -0.2], [0.1, -0.4, 0.1], [-0.4, 0.0, 0.2], [0.1, 0.0, -0.5], [0.4, 0.1, -0.4], [0.6, -0.1, 0.0], [0.4, 0.4, -0.3], [0.0, 0.6, -0.6], [0.9, 0.5, 0.5], [-0.9, -0.4, 0.3], [0.0, -0.6, 0.8], [0.3, -0.5, 0.4], [0.0, 0.2, 0.2], [0.0, 0.0, -0.3], [-0.3, -0.1, 0.0], [0.1, 0.1, -0.1], [0.1, -0.2, 0.1], [0.1, -0.2, -0.3], [0.1, 0.3, 0.3], [-0.2, 0.0, 0.1], [0.0, -0.1, 0.0], [0.2, 0.0, -0.2], [-0.2, 0.0, 0.1], [-0.1, -0.1, 0.1], [0.3, -0.2, -0.3], [-0.3, -0.1, 0.1], [0.1, 0.2, 0.1], [0.2, 0.2, -0.4], [0.1, 0.0, 0.3], [-0.3, -0.1, 0.0], [0.6, -0.3, 0.0], [-0.1, 0.2, 0.3], [-0.3, -0.5, -0.1], [-0.2, -0.3, -0.1], [-0.3, -0.1, 0.2], [0.2, -0.1, -0.3], [0.4, -0.2, 0.1], [0.0, 0.0, -0.4], [0.0, 0.4, 0.3], [-0.6, -0.1, 0.3], [0.8, -0.3, -0.4], [-0.7, 0.1, 0.0], [0.0, 0.6, 0.0], [0.1, -0.4, 0.2], [0.8, -0.1, -0.2], [-0.3, -0.4, -0.5], [0.0, 1.3, 0.9], [-0.4, -0.3, -0.1], [0.5, 0.1, 0.2], [-0.1, 0.0, 0.2], [-0.1, -0.2, -0.2], [-0.6, -0.4, 0.4], [0.4, -0.2, 0.5], [-0.4, 0.8, -1.4], [0.1, 0.0, 0.7], [0.1, 0.2, -0.4], [0.3, 0.6, 0.1], [-0.2, -0.8, -0.1], [0.1, 0.4, -0.1], [-0.4, 0.2, 0.1], [0.0, -0.4, -0.3], [0.1, 0.4, 0.0], [0.3, 0.0, 0.4], [-0.2, -0.4, -0.2]], "charge": 3, "orbital_gap_ha": [0.209, 0.217], "homo_energy_ev": [-16.231, -16.065]}

***

Record 2
{"formula": "C41H65N5O15", "method": "the ωB97M-V functional and the def2-TZVPD basis", "symbols": ["C", "C", "O", "C", "O", "O", "C", "H", "H", "H", "H", "H", "H", "H", "H", "C", "C", "O", "C", "O", "O", "C", "H", "H", "H", "H", "H", "H", "H", "H", "C", "C", "O", "C", "O", "O", "C", "H", "H", "H", "H", "H", "H", "H", "H", "C", "C", "O", "C", "O", "O", "C", "H", "H", "H", "H", "H", "H", "H", "H", "C", "C", "O", "C", "O", "O", "C", "H", "H", "H", "H", "H", "H", "H", "H", "C", "C", "C", "N", "C", "H", "H", "H", "H", "H", "C", "C", "C", "N", "C", "H", "H", "H", "H", "H", "C", "C", "C", "N", "C", "H", "H", "H", "H", "H", "C", "C", "C", "N", "C", "H", "H", "H", "H", "H", "C", "C", "C", "N", "C", "C", "H", "H", "H", "H", "H"], "xyz": [[-5.415164, 1.540129, 0.987268], [-5.050510, 0.074728, 0.918812], [-4.851333, -0.390832, -0.429889], [-3.746677, 0.052841, -1.038099], [-3.042089, 0.913832, -0.589650], [-3.577906, -0.562419, -2.237638], [-2.505398, -0.088348, -3.023430], [-5.856997, 1.786082, 1.945856], [-6.193037, 1.694845, 0.220870], [-4.531315, 2.119377, 0.803955], [-5.820391, -0.562686, 1.358799], [-4.257924, -0.078466, 1.589599], [-1.687694, 0.097213, -2.375636], [-2.743760, 0.879939, -3.491135], [-2.222034, -0.845389, -3.743206], [2.573730, -7.130335, 1.832411], [1.746709, -6.084039, 1.100041], [2.422456, -5.646176, -0.041097], [3.369883, -4.698034, 0.007429], [3.998103, -4.373940, -0.906181], [3.442026, -4.125645, 1.245783], [4.519133, -3.152303, 1.239546], [1.988517, -7.670793, 2.500010], [3.345910, -6.635402, 2.410613], [2.890742, -7.753105, 0.962051], [1.407747, -5.278192, 1.757410], [0.824607, -6.584608, 0.697057], [5.346542, -3.639975, 0.672847], [4.696626, -2.816461, 2.247245], [4.134332, -2.337122, 0.631440], [4.077173, 2.913166, -3.581666], [3.352310, 1.978427, -4.581986], [2.185834, 1.398318, -3.977470], [2.246425, 0.378637, -3.133788], [1.323339, -0.174855, -2.567087], [3.542070, -0.051201, -2.907013], [3.562355, -1.097840, -1.962526], [4.898058, 3.324321, -4.254137], [4.446390, 2.345862, -2.734880], [3.434698, 3.689063, -3.241223], [3.896249, 1.106146, -4.996596], [2.943891, 2.482963, -5.417828], [4.556570, -1.439961, -1.844192], [2.797170, -1.835407, -2.223813], [3.229586, -0.664002, -0.982711], [-0.660865, 2.825285, -1.824081], [-1.301000, 3.908237, -0.982911], [-1.051205, 5.187868, -1.617505], [0.132609, 5.789527, -1.575603], [1.136403, 5.387616, -1.017051], [0.206093, 6.976797, -2.262238], [-0.624473, 7.195641, -3.470965], [-0.687007, 3.010265, -2.894061], [-1.165527, 1.901433, -1.455246], [0.336941, 2.723584, -1.429560], [-1.009073, 3.869756, 0.090329], [-2.353284, 3.962441, -1.033918], [-1.589083, 6.872561, -3.267291], [-0.020321, 6.763590, -4.253222], [-0.661308, 8.320523, -3.460007], [-1.753106, -3.592428, 1.204729], [-3.220325, -4.192825, 1.243625], [-4.110984, -3.449625, 0.403172], [-4.258408, -3.912326, -0.807243], [-3.799797, -4.958142, -1.210001], [-5.002694, -3.080646, -1.555697], [-5.219637, -3.362605, -2.939818], [-1.178505, -4.045295, 1.964211], [-1.675117, -2.566285, 1.397970], [-1.318230, -3.898394, 0.262026], [-3.630553, -4.084807, 2.258075], [-3.151939, -5.226171, 0.933335], [-5.598994, -4.355722, -3.228542], [-4.293801, -3.161053, -3.504240], [-5.887748, -2.594391, -3.231854], [-3.021130, 4.390580, 2.936012], [-1.894169, 5.283201, 2.817587], [-0.750382, 4.521861, 2.798652], [-1.135308, 3.176483, 2.978026], [-2.470391, 3.139529, 3.044139], [-4.081003, 4.629413, 2.854890], [-1.856635, 6.350113, 2.703012], [0.262902, 4.896100, 2.894498], [-0.465975, 2.500060, 3.187150], [-3.022967, 2.252394, 3.162202], [0.253405, -2.966127, -3.342687], [-1.061620, -3.518276, -3.066503], [-0.949185, -4.683069, -2.363540], [0.419200, -4.880040, -2.127324], [1.084878, -3.853100, -2.729959], [0.554536, -2.065126, -3.872231], [-1.991781, -3.157644, -3.367436], [-1.747780, -5.211560, -1.869256], [0.912774, -5.650653, -1.709563], [2.210982, -3.903472, -2.726342], [-0.075701, -0.290699, 2.169531], [0.893853, -1.336423, 1.966167], [0.955991, -1.536736, 0.642692], [0.018377, -0.772588, 0.029027], [-0.635290, 0.009765, 0.925681], [-0.420272, 0.109959, 3.115974], [1.393142, -1.906368, 2.763170], [1.572787, -2.197355, 0.008438], [0.058459, -0.766571, -0.969589], [-1.419992, 0.702589, 0.653625], [0.553382, 1.382653, 5.507725], [-0.870324, 1.290156, 5.689831], [-1.302986, 2.477484, 6.242827], [-0.193620, 3.305565, 6.495983], [0.904914, 2.606535, 5.969255], [1.253871, 0.578830, 5.287310], [-1.491371, 0.425774, 5.531393], [-2.265021, 2.876034, 6.421513], [-0.150876, 4.189577, 6.992192], [1.893688, 3.004365, 6.179363], [3.585306, 3.076012, -0.011293], [2.921143, 2.115028, 0.716075], [3.629306, 1.040547, 1.216152], [4.972138, 0.916806, 1.158616], [5.575491, 1.808342, 0.387555], [4.918583, 2.843359, -0.273492], [3.086673, 3.921646, -0.495024], [1.833591, 2.161448, 0.811940], [3.062390, 0.231977, 1.651238], [6.704371, 1.712123, 0.352456], [5.501648, 3.496699, -0.920275]], "atomic_forces_ev_per_a": [[-1.0, -0.6, -0.8], [-1.4, 0.3, 0.2], [0.6, -0.3, -0.1], [-0.7, -0.4, -0.5], [0.5, 0.3, -0.2], [-1.2, 0.0, 1.2], [0.1, 0.8, -0.2], [0.1, 0.0, 0.3], [0.3, 0.4, 0.2], [0.1, 0.6, -0.1], [-0.3, 0.0, -0.6], [1.9, -0.5, 0.2], [1.1, 0.1, 0.4], [-0.1, -0.4, -0.1], [-0.3, -0.1, -0.1], [0.5, 1.1, -2.2], [-1.8, -1.0, 1.1], [0.6, 0.5, -1.1], [-2.7, -0.6, 4.0], [2.0, 0.8, -3.4], [0.4, -0.5, -0.5], [-0.4, -0.4, -1.3], [-1.1, -1.1, 1.1], [0.6, -0.2, -0.3], [0.5, 0.0, 1.2], [0.2, 0.1, -0.3], [0.7, 0.5, 0.3], [-0.1, 0.8, 1.0], [0.2, -0.2, 0.2], [0.4, 0.4, 0.1], [1.1, -1.2, -2.7], [0.4, -1.1, 1.2], [-1.5, -0.6, 0.7], [1.4, -0.9, 0.9], [0.2, 1.4, -1.1], [-1.2, 1.0, -1.0], [-1.6, 0.5, 1.7], [-0.6, -0.1, 1.4], [0.3, 0.0, -0.1], [-0.6, 0.7, 0.1], [0.5, 0.8, 0.5], [-0.3, 0.9, -0.7], [0.9, -0.5, -0.3], [0.7, -0.2, 0.0], [0.3, -0.4, -0.6], [-0.6, -0.9, 2.1], [0.9, 0.5, -0.3], [0.5, 1.6, -0.1], [1.4, 0.1, -0.2], [-1.2, 0.1, -0.1], [-0.8, -1.1, 0.2], [2.4, 2.2, 2.2], [-0.2, -0.2, 0.1], [0.3, 0.5, -1.0], [0.7, 0.0, -0.5], [0.1, 0.3, -0.8], [-1.3, -0.7, 0.1], [-1.7, -1.1, -0.3], [-0.6, 0.0, -0.7], [0.1, -1.1, -0.7], [-2.0, -1.9, -0.9], [1.7, 1.1, 1.0], [-0.1, 0.7, 0.6], [-0.2, -0.7, -1.9], [-0.1, 0.1, -0.2], [0.0, -0.5, 0.9], [1.3, -0.2, -0.4], [0.6, -0.9, 1.0], [-0.2, 1.7, -0.1], [0.2, 0.4, -0.3], [0.0, -0.2, -0.4], [-0.4, -0.2, 0.0], [0.2, 0.3, 0.7], [-0.2, -0.3, 0.3], [-0.9, 0.5, -0.3], [0.8, 0.6, -0.3], [0.0, -0.6, -0.4], [-0.7, -0.5, 1.0], [0.6, 3.3, -0.8], [-1.2, 0.2, 0.0], [0.4, -0.1, 0.2], [-0.3, 0.2, 0.0], [-0.1, -0.5, -0.3], [0.8, -1.5, 0.4], [-0.2, -1.1, 0.1], [-1.1, -0.8, 0.5], [1.3, 0.0, -0.2], [1.2, 0.3, 0.6], [-1.2, 0.7, -0.6], [2.9, -0.4, 0.0], [-0.3, -0.4, 0.2], [-1.3, 0.7, -0.4], [0.2, -0.4, -0.2], [-0.3, 0.0, 0.1], [-1.5, 0.2, 0.0], [-0.6, -0.3, -0.4], [-0.2, 0.5, 2.2], [0.6, -1.3, -1.7], [0.5, -0.2, -0.4], [0.7, 0.1, 1.1], [0.1, -0.1, -0.1], [-0.1, 0.5, -0.6], [-0.5, 0.4, 0.6], [-0.5, 0.5, -0.5], [0.3, -0.2, 0.0], [-0.7, -0.4, 0.5], [0.1, 0.6, 0.4], [1.5, 0.5, 0.3], [0.1, -2.3, -1.7], [0.6, 1.6, 1.6], [-0.3, 0.4, -0.3], [-0.1, 0.0, -0.3], [-0.8, 0.0, 0.3], [-0.2, -0.4, -0.5], [-0.2, -0.1, -0.3], [0.2, 0.3, -1.1], [-0.9, -0.1, -0.1], [0.3, -0.2, 0.2], [-1.0, -0.1, -0.3], [1.6, 0.1, 0.2], [0.9, 0.4, 0.3], [-0.1, -0.3, 0.4], [0.3, -0.1, 0.2], [0.1, -0.1, 0.4], [-1.4, 0.2, -0.2], [-0.2, 0.0, 0.2]], "charge": 0, "smiles": "CCOC(=O)OC.CCOC(=O)OC.CCOC(=O)OC.CCOC(=O)OC.CCOC(=O)OC.c1cc[nH]c1.c1cc[nH]c1.c1cc[nH]c1.c1cc[nH]c1.c1ccncc1", "orbital_gap_ha": 0.319, "homo_energy_ev": -8.016}

***

The electronic energy results, record by record, are as follows: -69301.205, -81731.811 eV.
The largest force on an atom results, record by record, are as follows: 0.0688, 0.0950 Eh/bohr.